Entry from the OMol25 dataset: a molecular structure, CH2NO4S (ωB97M-V/def2-TZVPD).

ΔE to the lowest compared entry with this formula, charge and spin: 120.9 kcal/mol
energy: -21581.45100 eV

```
! wB97M-V def2-TZVPD RIJCOSX def2/J DEFGRID3
* xyz -1 1
O -0.750 -0.417 1.956
C -0.948 0.517 -0.413
O -1.387 1.500 0.503
N 1.545 -0.607 -0.754
H -0.679 0.845 -1.313
S -0.122 0.597 1.121
H -1.424 -0.416 -0.317
O 1.631 -0.511 0.529
O 2.133 -1.508 -1.311
*
```